(1)
Entry from the Open Molecules 2025 dataset: C7H6O4 in the gas phase (the ωB97M-V functional and the def2-TZVPD basis).

LUMO energy	-0.07	eV
E_HOMO	-8.90	eV
spin multiplicity	1
net charge	0
SMILES string	O=C(O)c1cc(O)cc(O)c1

Atoms and positions in Å:
O 0.566 0.917 3.016
C 0.249 -0.063 2.399
O 0.343 -1.428 2.938
C -0.001 0.031 0.989
C 0.090 1.187 0.429
C -0.115 1.317 -0.973
O -0.021 2.482 -1.600
C -0.131 0.184 -1.894
C -0.123 -1.089 -1.176
O -0.086 -2.247 -1.886
C -0.161 -1.100 0.205
H -0.664 -1.790 2.468
H 0.286 2.129 0.990
H 0.339 3.139 -0.985
H 0.126 0.399 -2.986
H -0.482 -2.006 -2.759
H -0.215 -2.061 0.826

(2)
Entry from the Open Molecules 2025 dataset: a gas-phase ion, C7H6O4S2 (charge -2) (the ωB97M-V functional and the def2-TZVPD basis).

LUMO energy	5.98	eV
E_HOMO	0.56	eV
spin multiplicity	1
net charge	-2

Atoms and positions in Å:
C 1.378 0.979 -0.478
C 1.451 0.086 0.587
C 0.131 1.032 -1.159
C 0.392 -0.631 1.033
C -0.894 0.090 -0.858
C -0.849 -0.786 0.243
C -1.963 -1.539 0.546
O -5.125 1.520 -1.148
O -4.406 -0.488 0.209
O -5.071 1.743 1.201
O -4.019 -2.777 -0.259
S -4.259 1.328 0.048
S -3.355 -1.476 -0.508
H 2.280 1.576 -0.552
H 2.449 0.208 0.977
H 0.027 1.673 -2.036
H 0.625 -1.150 1.870
H -1.840 0.074 -1.412
H -1.700 -2.364 1.213

(3)
Entry from the Open Molecules 2025 dataset: a molecular structure, C7H6O6Ti (the ωB97M-V functional and the def2-TZVPD basis).

LUMO energy (alpha / beta)	-10.94 / -10.54	eV
E_HOMO (alpha / beta)	-18.26 / -19.26	eV
spin multiplicity	3
<S²>	2.01
net charge	+2

Atoms and positions in Å:
O 2.419 -3.507 -2.313
C 2.232 -2.556 -1.730
Ti 1.079 0.832 0.179
O 4.334 0.543 -0.124
C 3.182 0.546 -0.081
C 0.910 2.531 1.009
O 0.879 3.617 1.453
C 1.612 -0.692 1.633
O 1.904 -1.416 2.487
C 1.325 1.130 -1.930
O 1.412 1.442 -3.042
C -3.294 -0.247 0.201
C -1.856 -0.196 0.694
O -0.806 -0.372 -0.310
H -3.436 0.495 -0.574
H -3.908 0.038 1.058
H -3.595 -1.231 -0.142
H -1.622 0.767 1.152
H -1.617 -0.917 1.472
H -1.151 -0.807 -1.091

(4)
Entry from the Open Molecules 2025 dataset: C7H7BO3 in the gas phase (the ωB97M-V functional and the def2-TZVPD basis).

LUMO energy (alpha / beta)	-0.19 / -0.19	eV
E_HOMO (alpha / beta)	-9.18 / -9.18	eV
spin multiplicity	1
net charge	0

Atoms and positions in Å:
B -0.673 -0.847 -1.784
C -0.018 2.347 0.547
C 0.561 1.695 1.677
C -0.604 1.599 -0.517
C 0.482 0.305 1.679
C -0.440 0.216 -0.562
C 0.052 -0.416 0.608
C 0.139 -1.901 0.627
O -0.482 -2.133 -1.543
O -1.163 -0.433 -3.002
O 1.353 -2.364 0.634
H -0.197 3.363 0.366
H 0.958 2.095 2.558
H -1.043 2.001 -1.368
H 0.826 -0.361 2.515
H -0.799 -2.430 0.740
H -1.021 -0.996 -3.805
H 2.069 -1.740 0.632

(5)
Entry from the Open Molecules 2025 dataset: 2 unconnected molecules or ions with the total composition C7H7Br2OP (the ωB97M-V functional and the def2-TZVPD basis).

LUMO energy (alpha / beta)	-2.38 / -2.28	eV
E_HOMO (alpha / beta)	-8.44 / -8.52	eV
spin multiplicity	1
net charge	0

Atoms and positions in Å:
C -0.336 -2.545 -0.553
C 0.702 -1.846 -1.133
C -1.389 -1.799 0.073
C 0.647 -0.458 -1.302
C -1.363 -0.435 0.064
C -0.418 0.331 -0.655
C -0.322 1.699 -0.703
O 2.234 1.018 1.876
P 1.259 2.033 1.492
Br -0.520 1.761 2.825
Br 1.903 3.982 2.396
H -0.044 -3.554 -0.468
H 1.589 -2.357 -1.550
H -2.196 -2.397 0.504
H 1.334 0.159 -1.909
H -2.156 0.119 0.646
H 0.148 2.149 -1.537
H -1.072 2.141 -0.065

(6)
Entry from the Open Molecules 2025 dataset: C7H7BrO3 in the gas phase (the ωB97M-V functional and the def2-TZVPD basis).

LUMO energy	-0.96	eV
E_HOMO	-9.62	eV
spin multiplicity	1
net charge	0

Atoms and positions in Å:
C 0.905 -0.994 1.309
C 1.729 -0.609 2.222
C -0.241 0.768 -0.081
C 1.260 -1.983 0.193
C -0.191 -1.932 -0.385
C -0.412 -0.494 0.681
C -0.748 3.064 -0.325
O 0.489 0.919 -1.055
O -0.601 -1.824 -1.645
O -0.978 1.829 0.355
Br -1.890 -0.457 1.893
H 1.919 -1.478 -0.584
H 1.577 -2.881 0.680
H -0.966 -2.597 0.156
H -1.124 3.830 0.298
H -1.121 2.957 -1.247
H 0.239 3.304 -0.373
H 0.152 -1.421 -2.091

Which max |F| belongs to each record? In order, 7.054; 3.379; 10.007; 4.133; 5.162; 6.030 eV/Å.
Which E belongs to each record? In order, -571.239060; -1367.596139; -1570.530006; -521.519606; -5835.537969; -3070.455670 Eh.